94
Properties=species:S:1:pos:R:3 method="wB97M-V/def2-TZVPD" total_energy_ha=-2280.39305 orbital_gap_ev="6.8899 / 6.8896" max_force_ev_per_a=3.3 e_above_lowest_kj_mol=193.79 mol_weight_da=837.60
Ir -0.101 -0.027 -0.405
C 2.817 -4.450 0.607
C 2.148 -3.474 -0.301
C 1.934 -3.568 -1.658
C 1.271 -2.396 -2.042
N 1.103 -1.645 -0.944
N 1.641 -2.301 0.109
B 1.709 -1.649 1.482
N 0.330 -1.576 2.077
N -0.665 -0.944 1.428
C -1.795 -1.093 2.143
C -1.470 -1.844 3.283
C -0.126 -2.130 3.207
C 0.710 -2.889 4.182
C -3.181 -0.508 1.918
C -3.410 0.036 0.511
C -3.351 0.633 2.937
C -4.228 -1.597 2.183
N 2.254 -0.228 1.302
N 1.814 0.571 0.300
C 2.572 1.679 0.285
C 3.508 1.572 1.322
C 3.278 0.357 1.935
C 3.991 -0.248 3.097
C 2.538 2.826 -0.707
C 1.349 2.772 -1.655
C 3.832 2.768 -1.536
C 2.496 4.145 0.075
C 0.930 -2.015 -3.470
C 2.255 -1.825 -4.225
C 0.107 -0.731 -3.554
C 0.150 -3.162 -4.126
H 3.117 -5.323 0.033
H 3.700 -4.014 1.075
H 2.137 -4.770 1.398
H 2.214 -4.393 -2.292
H 2.423 -2.274 2.204
H -2.141 -2.151 4.067
H 0.085 -3.181 5.023
H 1.126 -3.792 3.733
H 1.538 -2.287 4.557
H -2.527 0.532 0.135
H -3.653 -0.770 -0.177
H -4.235 0.752 0.515
H -2.652 1.445 2.723
H -4.370 1.022 2.887
H -3.166 0.282 3.955
H -4.091 -2.424 1.487
H -4.172 -1.980 3.205
H -5.226 -1.179 2.031
H 4.273 2.283 1.586
H 4.729 0.459 3.471
H 3.293 -0.482 3.902
H 4.503 -1.167 2.812
H 1.224 1.776 -2.073
H 0.429 3.047 -1.150
H 1.502 3.467 -2.483
H 3.817 1.917 -2.221
H 3.932 3.685 -2.120
H 4.708 2.675 -0.893
H 1.626 4.171 0.736
H 3.392 4.277 0.683
H 2.426 4.985 -0.620
H 2.833 -0.990 -3.819
H 2.867 -2.727 -4.169
H 2.046 -1.625 -5.278
H 0.566 0.073 -2.973
H 0.042 -0.394 -4.590
H -0.907 -0.895 -3.192
H 0.740 -4.081 -4.135
H -0.777 -3.357 -3.598
H -0.090 -2.897 -5.159
C -1.092 3.863 2.010
C -1.244 2.823 0.924
O -0.488 1.842 0.983
C -2.208 3.048 -0.130
C -3.236 4.001 0.032
C -4.149 4.247 -0.955
C -4.046 3.547 -2.171
C -3.055 2.623 -2.365
C -2.119 2.312 -1.345
O -1.232 1.399 -1.588
H -0.200 3.637 2.589
H -1.955 3.841 2.679
H -1.017 4.859 1.574
H -3.330 4.530 0.972
H -4.953 4.953 -0.798
H -4.769 3.728 -2.957
H -2.968 2.064 -3.288
F -1.472 -3.921 -1.301
B -2.356 -2.860 -1.457
F -1.619 -1.639 -1.043
F -2.726 -2.674 -2.782
F -3.458 -2.976 -0.620

117
Properties=species:S:1:pos:R:3 method="wB97M-V/def2-TZVPD" total_energy_ha=-2381.97214 orbital_gap_ev=9.2529 smiles="COCCOCCOC.COCCOCCOC.COCCOCCOC.CN(C)C=O.CN(C)C=O.CN(C)C=O.CN(C)C=O" max_force_ev_per_a=2.4 e_above_lowest_kj_mol=0.00 mol_weight_da=694.91
C -8.329 -8.777 -13.683
O -7.641 -9.832 -13.040
C -8.189 -11.118 -13.335
C -9.472 -11.396 -12.592
O -9.290 -11.296 -11.202
C -10.546 -11.338 -10.596
C -10.514 -11.517 -9.084
O -9.734 -12.584 -8.566
C -10.602 -13.694 -8.443
H -8.082 -8.765 -14.753
H -7.966 -7.848 -13.251
H -9.405 -8.870 -13.531
H -7.414 -11.811 -13.004
H -8.292 -11.205 -14.423
H -9.895 -12.360 -12.924
H -10.249 -10.660 -12.869
H -11.106 -12.156 -11.079
H -11.096 -10.408 -10.812
H -11.564 -11.529 -8.762
H -10.121 -10.598 -8.629
H -10.203 -14.531 -7.869
H -10.866 -14.124 -9.417
H -11.530 -13.403 -7.939
C 2.819 -12.647 -20.693
O 3.971 -12.569 -19.917
C 3.881 -11.644 -18.830
C 4.050 -12.312 -17.470
O 3.156 -13.325 -17.162
C 3.507 -14.579 -17.724
C 2.480 -15.594 -17.352
O 1.200 -15.073 -17.690
C 0.168 -15.833 -17.137
H 2.512 -11.665 -21.095
H 1.958 -13.044 -20.135
H 3.023 -13.266 -21.564
H 2.966 -11.055 -18.901
H 4.770 -11.029 -18.999
H 3.697 -11.504 -16.806
H 5.105 -12.480 -17.243
H 4.531 -14.906 -17.493
H 3.546 -14.463 -18.813
H 2.513 -15.765 -16.269
H 2.635 -16.510 -17.932
H -0.755 -15.277 -17.319
H 0.246 -16.003 -16.060
H 0.070 -16.806 -17.643
C -4.008 -17.768 -15.366
O -3.858 -17.835 -13.972
C -3.203 -16.773 -13.380
C -2.110 -17.275 -12.418
O -1.478 -16.243 -11.741
C -0.593 -15.407 -12.467
C 0.556 -16.106 -13.162
O 1.529 -16.574 -12.238
C 1.231 -17.816 -11.700
H -3.229 -17.220 -15.901
H -4.934 -17.199 -15.564
H -4.193 -18.795 -15.664
H -3.875 -16.081 -12.858
H -2.699 -16.102 -14.106
H -1.482 -17.973 -12.986
H -2.610 -17.849 -11.632
H -0.123 -14.786 -11.704
H -1.091 -14.757 -13.196
H 1.101 -15.337 -13.721
H 0.305 -16.875 -13.903
H 0.900 -18.557 -12.436
H 0.486 -17.711 -10.905
H 2.133 -18.217 -11.231
C -8.541 -14.416 -18.894
O -7.429 -14.289 -18.429
N -9.461 -15.281 -18.443
C -9.288 -15.939 -17.172
C -10.758 -15.434 -19.113
H -8.887 -13.903 -19.809
H -9.897 -15.512 -16.367
H -8.267 -15.846 -16.806
H -9.510 -17.001 -17.284
H -10.641 -15.912 -20.091
H -11.485 -15.959 -18.507
H -11.216 -14.458 -19.333
C 0.024 -12.528 -16.180
O -0.325 -13.355 -15.370
N -0.089 -11.214 -16.001
C 0.097 -10.339 -17.135
C -0.723 -10.700 -14.817
H 0.483 -12.770 -17.148
H 0.161 -9.312 -16.793
H -0.728 -10.436 -17.849
H 1.006 -10.628 -17.664
H -0.580 -11.376 -13.988
H -0.321 -9.703 -14.601
H -1.782 -10.468 -15.005
C -7.794 -16.583 -8.535
O -8.762 -17.186 -8.965
N -7.289 -15.433 -9.029
C -6.118 -14.834 -8.380
C -7.820 -14.841 -10.252
H -7.225 -16.983 -7.677
H -6.320 -14.379 -7.413
H -5.745 -14.048 -9.044
H -5.292 -15.539 -8.337
H -7.086 -15.063 -11.052
H -8.788 -15.218 -10.547
H -7.781 -13.750 -10.306
C -5.483 -14.178 -15.431
O -6.317 -14.038 -14.552
N -4.231 -13.716 -15.377
C -3.344 -14.001 -16.497
C -3.711 -13.065 -14.186
H -5.707 -14.786 -16.318
H -2.690 -14.839 -16.213
H -2.599 -13.206 -16.624
H -3.881 -14.074 -17.434
H -2.868 -13.643 -13.811
H -3.376 -12.068 -14.461
H -4.535 -13.029 -13.480

36
Properties=species:S:1:pos:R:3 method="wB97M-V/def2-TZVPD" total_energy_ha=-3114.25280 orbital_gap_ev=5.7766 max_force_ev_per_a=3.1 mol_weight_da=510.09 total_charge=-1
Ti -1.796 -0.261 0.772
C 2.472 0.302 0.474
C 1.021 0.693 0.450
O 0.181 -0.215 0.606
C 0.641 2.069 0.312
C 1.589 3.112 0.343
C 1.202 4.424 0.333
C -0.167 4.738 0.289
C -1.117 3.755 0.226
C -0.745 2.389 0.217
O -1.659 1.483 0.108
H 2.540 -0.779 0.542
H 2.970 0.752 1.335
H 2.977 0.641 -0.431
H 2.644 2.868 0.386
H 1.938 5.216 0.371
H -0.478 5.776 0.304
H -2.173 3.986 0.179
S -4.589 -2.630 3.163
Sb -4.229 -0.424 2.754
S -4.054 -0.258 0.293
S -1.707 -0.159 3.012
F 2.766 -2.751 -3.072
C 1.670 -2.718 -2.261
C 1.795 -3.109 -0.943
C 0.688 -3.042 -0.113
C -0.558 -2.587 -0.574
C -1.694 -2.365 0.323
C -0.648 -2.270 -1.941
C 0.456 -2.314 -2.778
H 2.755 -3.456 -0.579
H 0.778 -3.344 0.924
H -1.598 -2.866 1.285
H -2.639 -2.625 -0.140
H -1.612 -1.977 -2.341
H 0.382 -2.057 -3.828

17
Properties=species:S:1:pos:R:3 method="wB97M-V/def2-TZVPD" total_energy_ha=-363.93081 orbital_gap_ev=8.5721 smiles="CC1(C)C=CC=[N+]1[O-]" max_force_ev_per_a=2.0 e_above_lowest_kj_mol=245.30 mol_weight_da=111.14
O -2.030 -1.168 -0.242
C 1.096 -1.138 1.275
C 1.211 -0.007 0.521
C -0.238 -1.686 1.038
N -0.920 -0.919 0.229
C -0.706 1.550 0.267
C 0.193 0.262 -1.720
C -0.072 0.246 -0.187
H 1.884 -1.604 1.892
H 2.082 0.692 0.506
H -0.615 -2.614 1.454
H -0.227 2.422 -0.184
H -0.664 1.614 1.382
H -1.760 1.588 -0.002
H 0.569 -0.724 -2.043
H -0.730 0.443 -2.217
H 0.926 1.044 -1.968

79
Properties=species:S:1:pos:R:3 method="wB97M-V/def2-TZVPD" total_energy_ha=-2416.39686 orbital_gap_ev=2.3545 max_force_ev_per_a=6.7 mol_weight_da=558.08
C 9.643 -2.351 1.537
C 9.282 -1.364 0.301
O 9.563 -1.743 -0.870
N 8.593 -0.090 0.650
C 7.650 0.350 -0.429
C 6.478 -0.693 -0.767
C 5.107 -0.427 0.089
C 3.889 -0.770 -0.902
C 2.475 -0.966 -0.188
C 1.580 -2.251 -0.332
C 1.837 -3.583 -1.175
C 1.747 -3.388 -2.771
C 1.585 -4.881 -3.406
F 0.671 -2.538 -3.208
N 0.365 -1.995 0.458
P -1.106 -2.947 0.739
O -2.416 -1.848 0.951
Cl -1.593 -3.931 -1.111
C 0.547 -0.667 1.015
N 1.779 0.002 0.661
C 2.149 1.373 1.088
C 1.485 2.598 0.413
C 2.002 3.911 1.044
C 3.063 3.861 2.141
N 3.705 2.762 2.788
C 3.165 1.578 2.207
H 9.008 -1.995 2.433
H 9.278 -3.397 1.250
H 10.764 -2.341 1.761
H 9.362 0.618 0.626
H 7.238 1.407 -0.210
H 8.282 0.462 -1.396
H 6.184 -0.500 -1.874
H 6.779 -1.795 -0.706
H 5.158 -1.149 0.996
H 5.060 0.642 0.499
H 4.145 -1.791 -1.391
H 3.827 0.052 -1.694
H 1.150 -4.431 -0.811
H 2.913 -3.925 -0.948
H 2.740 -2.982 -3.190
H 1.130 -4.811 -4.468
H 0.969 -5.555 -2.705
H 2.604 -5.410 -3.533
H -2.123 -0.914 0.804
H -0.265 -0.230 1.683
H 0.707 2.534 -0.416
H 1.590 4.918 0.686
H 3.419 4.892 2.530
H 3.580 0.602 2.675
C -5.999 -0.567 -0.730
C -5.841 0.965 -0.787
C -7.158 1.606 -1.280
C -8.314 1.563 -0.284
C -7.863 1.540 1.174
C -6.447 2.107 1.425
N -5.499 1.362 0.590
O -4.196 1.770 0.752
C -6.127 1.830 2.911
C -6.453 3.634 1.213
C -4.787 1.278 -1.874
H -5.067 -1.046 -0.420
H -6.269 -0.980 -1.710
H -6.774 -0.876 -0.023
H -6.973 2.653 -1.543
H -7.483 1.132 -2.215
H -8.960 2.430 -0.460
H -8.937 0.684 -0.477
H -8.603 2.070 1.785
H -7.896 0.501 1.522
H -6.065 0.754 3.105
H -6.909 2.237 3.562
H -5.180 2.283 3.219
H -7.181 4.110 1.880
H -6.716 3.923 0.193
H -5.479 4.077 1.439
H -5.112 0.894 -2.848
H -3.823 0.810 -1.660
H -4.632 2.355 -1.983

25
Properties=species:S:1:pos:R:3 method="wB97M-V/def2-TZVPD" total_energy_ha=-824.72883 orbital_gap_ev=9.1462 smiles=Cc1ccc(O)cc1.CSC max_force_ev_per_a=2.5 e_above_lowest_kj_mol=61.02 mol_weight_da=170.28
C 1.420 1.549 -1.380
C -1.256 -1.117 -1.262
C -2.412 -0.381 -1.011
C -0.060 -0.419 -1.512
C 0.056 0.941 -1.370
C -2.262 0.988 -0.718
C -1.022 1.606 -0.787
O -3.573 -1.091 -0.971
H -1.358 -2.188 -1.341
H 0.735 -1.125 -1.728
H -3.137 1.504 -0.334
H -4.162 -0.789 -0.305
H 1.782 2.216 -0.601
H 1.598 2.165 -2.283
H -0.965 2.636 -0.459
H 2.149 0.748 -1.533
C 2.553 -0.406 1.346
C 0.227 -1.173 2.629
S 2.019 -0.984 2.987
H 2.832 0.643 1.362
H 3.473 -0.911 1.024
H 1.846 -0.578 0.542
H -0.220 -1.854 3.355
H 0.070 -1.731 1.701
H -0.333 -0.248 2.648